Record 1
The following is a quantum chemistry calculation of C22H24Cl2F6MoN4O4S5Si as an isolated structure at a distorted geometry, from the OMol25 dataset.

Geometry (Å):
Mo: 0.68103 1.46672 -0.03274
Cl: 2.36130 0.73636 -1.73641
C: 1.55960 1.21612 -3.18460
C: 2.10664 0.74303 -4.36583
C: 1.48302 1.08170 -5.56975
C: 0.31033 1.81317 -5.59000
C: -0.20642 2.32172 -4.40589
Cl: -1.86737 2.87881 -4.55868
C: 0.47227 2.12556 -3.15412
S: 0.01733 3.00446 -1.66441
H: 2.99123 0.09160 -4.35759
H: 1.95186 0.76554 -6.49752
H: -0.27887 1.89456 -6.47415
S: 2.54299 -0.15993 1.19159
C: 3.26926 1.41542 1.20468
C: 4.62375 1.71678 1.43860
C: 5.01821 3.06056 1.50623
C: 4.08499 4.05775 1.17931
C: 2.79096 3.71951 0.86573
N: 2.41229 2.42471 0.89269
H: 5.32891 0.91058 1.63251
H: 6.05373 3.34418 1.70180
H: 4.36173 5.10544 1.09170
H: 2.04014 4.43054 0.57623
F: 2.01830 -5.07647 -3.34311
C: 1.52750 -5.25574 -2.10281
F: 0.18496 -5.55405 -2.24556
F: 2.13711 -6.31612 -1.50759
S: 1.98073 -3.72111 -1.11684
O: 1.66573 -2.63429 -2.03530
O: 3.32339 -3.94979 -0.62642
N: 0.84413 -3.67447 0.03177
S: 1.17009 -4.04851 1.58984
O: 0.86914 -2.93023 2.43779
O: 2.34914 -4.84554 1.83556
C: -0.24800 -5.28695 1.58614
F: 0.17044 -6.54234 1.41362
F: -1.18089 -5.00152 0.65157
F: -0.85122 -5.18340 2.80496
C: -5.02557 0.35278 -2.54588
C: -4.32275 0.25051 -1.23677
C: -4.96876 0.49649 -0.01649
C: -4.13354 0.53007 1.13786
N: -2.84307 0.16702 1.05954
C: -2.26237 0.00821 -0.08154
S: -0.51279 -0.46846 -0.20116
N: -2.95271 0.02740 -1.24342
C: -4.67194 0.86124 2.49019
H: -5.66375 -0.56352 -2.70545
H: -4.32948 0.45175 -3.40144
H: -5.67662 1.19533 -2.57234
H: -6.00666 0.68554 0.08283
H: -2.42156 0.04148 -2.11374
H: -5.58063 0.30991 2.73876
H: -4.95631 1.90791 2.57808
H: -3.89088 0.65006 3.22623
C: -0.78123 -0.48348 3.22787
Si: 0.29575 0.89618 2.58300
C: 1.50423 0.82363 3.97396
C: -0.58459 2.60484 2.26084
H: -1.18412 -0.11620 4.14874
H: -0.21321 -1.38785 3.46971
H: -1.60325 -0.71674 2.52799
H: 0.93325 1.20885 4.80187
H: 2.36711 1.46229 3.87509
H: 1.79693 -0.20183 4.16942
H: -0.81273 3.02195 3.24782
H: -1.54338 2.46334 1.72392
H: -0.02483 3.37693 1.73149

Forces on atoms 1 to 6 (eV/Å):
2.7 -0.5 2.8
-0.4 0.0 0.4
-0.4 1.1 -1.1
-0.2 -0.1 -0.5
0.8 -0.2 0.1
0.2 -0.2 0.9

As for the gap between HOMO and LUMO (alpha / beta): 5.362 / 6.008 eV. The expectation value of S² is 2.05. As for the multiplicity: 3. The HOMO energy (alpha / beta) comes out at -6.915 / -7.561 eV. As for the total energy: -142611.133 eV.

Atomic partial charges in e from the natural (NBO) method, atoms 1 to 5:
1. Mo 0.17
2. Cl 0.28
3. C -0.07
4. C -0.21
5. C -0.20



Record 2
The following is a quantum chemistry calculation of C22H24Cl2N5PtS as an isolated structure, from the OMol25 dataset.

Geometry (Å):
Pt: 1.03389 -0.65900 -0.81778
N: 0.17416 6.21663 6.92518
C: 0.25059 5.45777 6.06905
C: 0.34600 4.50910 4.99798
C: 1.45421 4.52907 4.15266
C: 1.54059 3.61779 3.11460
C: 0.52952 2.67348 2.93310
C: -0.57288 2.64816 3.78648
C: -0.67069 3.57247 4.81207
C: 0.63119 1.68455 1.82984
C: 0.75388 0.33324 2.18069
C: 0.85631 -0.18427 3.52560
C: 0.94598 -1.53511 3.43882
C: 0.91749 -1.84506 2.03875
N: 0.80460 -0.75789 1.30045
C: 0.61882 2.16804 0.51510
C: 0.46092 3.55251 0.13298
C: 0.57205 3.62259 -1.21769
C: 0.77336 2.27949 -1.66639
N: 0.78343 1.41870 -0.66002
H: 2.24007 5.25352 4.31433
H: 2.40801 3.62691 2.46689
H: -1.36804 1.92849 3.63979
H: -1.52824 3.57569 5.47020
H: 0.86738 0.42815 4.41101
H: 1.03745 -2.25388 4.23594
H: 0.99189 -2.82591 1.58816
H: 0.28611 4.35667 0.82709
H: 0.51760 4.49323 -1.85005
H: 0.90769 1.95093 -2.68677
Cl: 3.80084 -0.41903 -0.71701
C: 3.95274 -2.07338 -1.30704
Cl: 2.28121 -2.74276 -1.57288
H: 4.42711 -2.69590 -0.55626
H: 4.45449 -2.08160 -2.26897
C: -1.89368 -4.24863 -1.12050
N: -1.70514 -3.58597 -2.41860
C: -1.54628 -4.51975 -3.55097
C: -1.60552 -2.27743 -2.56274
S: -1.17031 -1.35520 -1.06942
N: -1.85959 -1.61325 -3.67057
C: -2.80704 -2.11712 -4.68888
C: -1.43101 -0.22666 -3.85827
H: -2.57791 -5.08089 -1.27689
H: -2.34661 -3.57158 -0.40081
H: -0.94393 -4.63642 -0.75268
H: -0.87041 -5.30687 -3.21935
H: -1.10808 -4.00583 -4.40041
H: -2.50369 -4.96160 -3.82231
H: -3.40440 -2.91975 -4.26826
H: -2.27816 -2.45333 -5.57864
H: -3.46306 -1.28759 -4.94638
H: -0.41800 -0.09426 -3.48063
H: -2.12710 0.46111 -3.37303
H: -1.41981 -0.02233 -4.92657

Forces on atoms 1 to 6 (eV/Å):
-0.2 0.1 -0.1
0.0 0.1 0.1
0.0 0.0 0.0
0.0 -0.1 -0.1
0.0 0.0 0.0
-0.1 0.0 0.0

The net charge is +3. As for the gap between HOMO and LUMO (alpha / beta): 6.486 / 3.480 eV. The expectation value of S² is 6.10. As for the multiplicity: 5. The HOMO energy (alpha / beta) comes out at -16.393 / -16.356 eV. As for the total energy: -69749.599 eV.

Atomic partial charges in e from the Mulliken method, atoms 1 to 5:
1. Pt 1.99
2. N -0.37
3. C -0.27
4. C 0.51
5. C -0.86



Please write out number 2 again, unchanged.
The following is a quantum chemistry calculation of C22H24Cl2N5PtS as an isolated structure, from the OMol25 dataset.

Geometry (Å):
Pt: 1.03389 -0.65900 -0.81778
N: 0.17416 6.21663 6.92518
C: 0.25059 5.45777 6.06905
C: 0.34600 4.50910 4.99798
C: 1.45421 4.52907 4.15266
C: 1.54059 3.61779 3.11460
C: 0.52952 2.67348 2.93310
C: -0.57288 2.64816 3.78648
C: -0.67069 3.57247 4.81207
C: 0.63119 1.68455 1.82984
C: 0.75388 0.33324 2.18069
C: 0.85631 -0.18427 3.52560
C: 0.94598 -1.53511 3.43882
C: 0.91749 -1.84506 2.03875
N: 0.80460 -0.75789 1.30045
C: 0.61882 2.16804 0.51510
C: 0.46092 3.55251 0.13298
C: 0.57205 3.62259 -1.21769
C: 0.77336 2.27949 -1.66639
N: 0.78343 1.41870 -0.66002
H: 2.24007 5.25352 4.31433
H: 2.40801 3.62691 2.46689
H: -1.36804 1.92849 3.63979
H: -1.52824 3.57569 5.47020
H: 0.86738 0.42815 4.41101
H: 1.03745 -2.25388 4.23594
H: 0.99189 -2.82591 1.58816
H: 0.28611 4.35667 0.82709
H: 0.51760 4.49323 -1.85005
H: 0.90769 1.95093 -2.68677
Cl: 3.80084 -0.41903 -0.71701
C: 3.95274 -2.07338 -1.30704
Cl: 2.28121 -2.74276 -1.57288
H: 4.42711 -2.69590 -0.55626
H: 4.45449 -2.08160 -2.26897
C: -1.89368 -4.24863 -1.12050
N: -1.70514 -3.58597 -2.41860
C: -1.54628 -4.51975 -3.55097
C: -1.60552 -2.27743 -2.56274
S: -1.17031 -1.35520 -1.06942
N: -1.85959 -1.61325 -3.67057
C: -2.80704 -2.11712 -4.68888
C: -1.43101 -0.22666 -3.85827
H: -2.57791 -5.08089 -1.27689
H: -2.34661 -3.57158 -0.40081
H: -0.94393 -4.63642 -0.75268
H: -0.87041 -5.30687 -3.21935
H: -1.10808 -4.00583 -4.40041
H: -2.50369 -4.96160 -3.82231
H: -3.40440 -2.91975 -4.26826
H: -2.27816 -2.45333 -5.57864
H: -3.46306 -1.28759 -4.94638
H: -0.41800 -0.09426 -3.48063
H: -2.12710 0.46111 -3.37303
H: -1.41981 -0.02233 -4.92657

Forces on atoms 1 to 6 (eV/Å):
-0.2 0.1 -0.1
0.0 0.1 0.1
0.0 0.0 0.0
0.0 -0.1 -0.1
0.0 0.0 0.0
-0.1 0.0 0.0

The net charge is +3. As for the gap between HOMO and LUMO (alpha / beta): 6.486 / 3.480 eV. The expectation value of S² is 6.10. As for the multiplicity: 5. The HOMO energy (alpha / beta) comes out at -16.393 / -16.356 eV. As for the total energy: -69749.599 eV.

Atomic partial charges in e from the Mulliken method, atoms 1 to 5:
1. Pt 1.99
2. N -0.37
3. C -0.27
4. C 0.51
5. C -0.86



Q: The highest multiplicity belongs to which entry?
A: C22H24Cl2N5PtS



Q: The highest multiplicity belongs to which entry?
A: C22H24Cl2N5PtS